This record from the OMol25 dataset describes a cluster of 2 separate species, C4H14NOS in total at a distorted geometry. The level of theory is ωB97M-V/def2-TZVPD.

Summary:
Net charge   +1
F_max   2.658 eV/A
Spin multiplicity   1
HOMO energy   -12.425 eV
Energy relative to the best compared isomer or geometry (same formula, charge and spin)   29.1 kcal/mol

Bonds (Å) are listed after each position.
Atoms and positions in Å:
1 C -0.350 -0.652 1.139  C2 1.514, N6 1.502, H7 1.087, H8 1.088
2 C 0.563 -1.696 0.532  C1 1.514, C3 1.630, H9 1.082, H10 1.095
3 C 1.923 -1.072 -0.115  C2 1.630, S4 1.780, H11 1.080, H12 1.089
4 S 2.081 0.699 -0.044  C3 1.780, C5 1.863
5 C 1.881 1.563 -1.683  S4 1.863, H13 1.084, H14 1.083, H15 1.087
6 N -0.895 0.326 0.138  C1 1.502, H16 1.014, H17 1.021, H18 1.032
7 H 0.154 -0.011 1.857  C1 1.087
8 H -1.148 -1.226 1.606  C1 1.088
9 H 0.943 -2.461 1.196  C2 1.082
10 H -0.028 -2.203 -0.237  C2 1.095
11 H 2.707 -1.434 0.533  C3 1.080
12 H 2.059 -1.520 -1.098  C3 1.089
13 H 2.844 2.034 -1.843  C5 1.084
14 H 1.614 0.781 -2.385  C5 1.083
15 H 1.251 2.426 -1.486  C5 1.087
16 H -0.245 0.400 -0.636  N6 1.014
17 H -1.044 1.262 0.519  N6 1.021
18 H -1.880 0.130 -0.099  N6 1.032
19 H -4.429 0.206 0.443  O21 0.964
20 H -4.092 1.430 1.259  O21 0.965
21 O -3.910 1.017 0.406  H19 0.964, H20 0.965